20
Properties=species:S:1:pos:R:3 method="wB97M-V/def2-TZVPD" total_charge=+1 homo_energy_ev=-14.584 gap_ev=10.720 spin_multiplicity=1 smiles="C[SiH](C)CC(N)=[NH2+]" relative_energy_kj_mol=142.56
Si -1.08 0.23 0.43
N 2.22 0.53 1.10
N 2.65 -0.66 -0.86
C -1.17 -1.60 0.74
C -2.68 0.85 -0.45
C 0.35 0.75 -0.74
C 1.97 0.29 -0.20
H 3.03 0.18 1.50
H -3.32 0.14 -0.94
H -3.53 1.40 0.09
H -0.23 -2.18 0.43
H -1.82 -2.02 -0.06
H -2.40 1.55 -1.27
H 3.67 -0.83 -0.61
H -0.70 1.07 1.62
H 0.22 0.48 -1.78
H 2.38 -1.05 -1.71
H 1.54 0.85 1.71
H 0.55 1.79 -0.70
H -1.65 -1.78 1.70


20
Properties=species:S:1:pos:R:3 method="wB97M-V/def2-TZVPD" total_charge=-1 homo_energy_ev="1.265 / -5.601" gap_ev="2.629 / 9.314" spin_multiplicity=2 relative_energy_kj_mol=90.54 s_squared=0.750
N -3.07 0.03 0.23
N -0.78 0.06 -1.41
N 2.35 1.13 -0.31
C 0.75 -0.61 0.61
C 2.03 -0.30 -0.38
C -1.86 -0.37 0.90
C -0.60 0.08 0.04
H -3.58 0.58 0.99
H 3.01 1.25 0.48
H -2.76 0.83 -0.38
H -0.50 1.19 0.24
H -0.59 -0.86 -1.78
H -1.71 0.03 1.94
H 1.68 -0.61 -1.37
H 0.75 -1.71 0.75
H 1.08 -0.19 1.59
H 2.90 -0.99 -0.10
H -1.94 -1.48 0.87
H 2.97 1.17 -1.11
H -0.13 0.76 -1.81


20
Properties=species:S:1:pos:R:3 method="wB97M-V/def2-TZVPD" total_charge=0 homo_energy_ev=-7.485 gap_ev=6.151 spin_multiplicity=1 relative_energy_kj_mol=565.02
N -2.47 -1.51 -0.19
N 0.23 -0.84 -0.93
N 2.56 0.69 0.01
C 1.40 1.53 0.07
C -1.58 -0.78 0.71
C -0.58 0.02 -0.14
C 0.34 0.85 0.86
H 0.06 -0.67 -1.91
H 0.95 1.38 -1.05
H -1.18 0.72 -0.73
H 0.66 1.56 -1.85
H 1.64 2.57 0.26
H 2.14 -0.23 -0.30
H -1.00 -1.49 1.32
H -1.88 -1.93 -0.91
H -0.26 1.56 1.44
H 3.17 1.03 -0.73
H -2.94 -2.23 0.33
H 0.80 0.13 1.53
H -2.16 -0.12 1.36


20
Properties=species:S:1:pos:R:3 method="wB97M-V/def2-TZVPD" total_charge=0 homo_energy_ev=-8.620 gap_ev=9.707 spin_multiplicity=1 smiles="C=NC.CCNN" relative_energy_kj_mol=357.11
N 1.54 1.21 1.49
N 0.86 -0.01 1.15
N -2.28 0.57 -1.14
C -1.60 1.57 -1.47
C 1.23 -0.36 -0.20
C 0.96 -1.80 -0.40
C -2.02 -0.22 0.04
H -0.88 2.07 -0.95
H 0.62 0.25 -0.79
H -2.87 0.04 0.73
H 0.08 -2.13 0.19
H 1.10 1.92 1.94
H -2.11 -1.19 -0.27
H -0.94 -0.13 0.42
H 2.20 0.00 -0.46
H 0.81 -2.09 -1.40
H 1.83 -2.35 -0.14
H -2.00 2.20 -2.38
H 2.51 1.17 1.83
H 0.96 -0.76 1.80


20
Properties=species:S:1:pos:R:3 method="wB97M-V/def2-TZVPD" total_charge=0 homo_energy_ev=-8.611 gap_ev=9.713 spin_multiplicity=1 smiles=NCCCNCN relative_energy_kj_mol=198.62
N -2.54 1.14 0.64
N 2.64 0.29 -1.76
N 0.89 -0.28 -0.25
C 0.16 -0.19 1.01
C -2.19 -0.14 -0.04
C 2.32 0.08 -0.34
C -1.31 -0.89 0.98
H 0.57 0.21 -1.09
H -1.24 -1.84 0.53
H 2.44 1.06 0.04
H -2.98 -0.83 -0.17
H 2.10 -0.39 -2.33
H -1.63 1.64 0.46
H 3.04 -0.63 0.04
H -1.83 -0.04 -1.07
H -1.65 -0.88 2.06
H -3.22 1.73 0.13
H 0.74 -0.86 1.65
H 3.62 -0.02 -1.78
H 0.09 0.86 1.26


20
Properties=species:S:1:pos:R:3 method="wB97M-V/def2-TZVPD" total_charge=0 homo_energy_ev=-8.194 gap_ev=9.305 spin_multiplicity=1 smiles=CNCCNCN relative_energy_kj_mol=188.16
N -3.20 -0.24 -0.14
N -0.72 -0.80 -0.28
N 1.26 1.22 0.49
C -2.07 -1.15 0.10
C 1.97 2.01 -0.52
C 0.37 -1.14 0.62
C 1.55 -0.22 0.32
H 2.97 2.30 -0.21
H -3.02 0.68 0.24
H -1.97 -1.52 1.12
H 2.45 -0.29 0.92
H -0.06 -0.91 1.60
H -0.41 -0.99 -1.23
H -2.38 -2.06 -0.43
H 1.48 2.92 -0.87
H 0.42 1.63 0.83
H 1.77 -0.52 -0.73
H 1.96 1.47 -1.47
H -3.13 -0.22 -1.16
H 0.75 -2.17 0.79


20
Properties=species:S:1:pos:R:3 method="wB97M-V/def2-TZVPD" total_charge=0 homo_energy_ev=-7.828 gap_ev=8.846 spin_multiplicity=1 smiles=C[C@H](N)CNCN relative_energy_kj_mol=142.35
N -1.69 -1.05 -0.86
N 0.86 -0.88 1.13
N 2.41 0.59 0.14
C 1.81 -0.72 0.06
C -0.19 0.07 1.11
C -1.82 1.36 -0.55
C -0.91 0.14 -0.57
H -0.97 -0.20 1.83
H -0.24 0.29 -1.42
H 3.06 0.65 0.93
H -2.39 1.43 -1.48
H -1.09 -1.87 -0.90
H 1.15 -0.68 -0.89
H 2.52 -1.56 0.12
H 0.51 -1.84 1.15
H 0.23 1.06 1.25
H 2.89 0.84 -0.72
H -1.23 2.27 -0.45
H -2.38 -1.21 -0.13
H -2.52 1.30 0.28


20
Properties=species:S:1:pos:R:3 method="wB97M-V/def2-TZVPD" total_charge=0 homo_energy_ev=-8.908 gap_ev=9.958 spin_multiplicity=1 smiles=NCCCNCN relative_energy_kj_mol=92.26
N 0.86 0.70 -2.63
N -2.05 -1.05 2.25
N -0.54 -0.88 0.37
C 1.37 0.76 -0.22
C 0.86 -0.67 0.09
C -1.00 -0.27 1.62
C 0.58 1.40 -1.38
H 0.96 1.31 -3.42
H -0.48 1.43 -1.12
H 0.24 -0.07 -2.82
H -1.33 0.76 1.46
H -1.86 -1.12 3.24
H 1.50 -1.14 0.84
H -0.12 -0.16 2.26
H 2.35 0.55 -0.65
H 1.40 1.37 0.69
H -1.18 -0.48 -0.32
H -1.98 -2.00 1.90
H 0.99 2.40 -1.48
H 1.05 -1.27 -0.81


20
Properties=species:S:1:pos:R:3 method="wB97M-V/def2-TZVPD" total_charge=+1 homo_energy_ev="-13.375 / -13.360" gap_ev="10.557 / 4.989" spin_multiplicity=2 relative_energy_kj_mol=87.93 s_squared=0.758
N -0.51 -0.04 -1.38
N -1.10 2.74 -0.26
N -0.09 -2.68 0.95
C 0.09 1.89 0.01
C 0.86 -0.47 0.51
C 0.73 -1.95 0.05
C -0.27 0.40 -0.01
H 1.77 -0.09 0.02
H -0.18 -3.67 0.71
H -1.00 -2.26 1.11
H 0.88 2.17 -0.68
H 0.52 2.10 1.00
H 0.36 0.11 -1.90
H 0.37 -1.87 -1.01
H 1.72 -2.40 0.09
H -0.96 3.54 0.35
H -1.31 0.38 -1.82
H -1.14 0.22 0.62
H 1.20 -0.41 1.54
H -1.92 2.28 0.11


20
Properties=species:S:1:pos:R:3 method="wB97M-V/def2-TZVPD" total_charge=+2 homo_energy_ev="-18.880 / -18.293" gap_ev="9.221 / 7.410" spin_multiplicity=1 relative_energy_kj_mol=609.05
N 1.73 0.12 0.42
N -2.81 1.39 0.39
N -1.42 -0.43 -0.22
C -0.92 -1.77 -0.24
C 0.68 1.02 0.12
C 3.06 0.28 -0.38
C -2.57 0.14 -0.03
H 3.45 -0.70 -0.52
H 1.99 0.14 1.43
H -3.76 1.81 0.34
H 1.44 -0.96 0.33
H -2.02 1.84 0.78
H -1.15 -2.11 -1.33
H 0.25 1.10 -0.84
H 2.75 0.47 -1.34
H 3.71 0.97 0.02
H -3.43 -0.54 -0.28
H 0.20 -1.72 -0.10
H -1.33 -2.42 0.51
H 0.16 1.36 0.94


20
Properties=species:S:1:pos:R:3 method="wB97M-V/def2-TZVPD" total_charge=+2 homo_energy_ev=-16.572 gap_ev=6.514 spin_multiplicity=1 relative_energy_kj_mol=652.42
N -2.62 -0.09 -0.09
N -0.42 -1.81 0.21
N -0.09 -0.37 -0.06
C 3.45 0.26 -0.49
C -3.67 0.68 -0.23
C 2.56 0.57 0.55
C -1.28 0.48 0.25
H -4.54 0.22 -0.47
H 0.31 -2.43 0.22
H 4.00 -0.65 -0.51
H 3.20 0.42 -1.53
H 1.85 1.25 0.21
H -1.21 1.47 -0.30
H -2.77 -1.07 -0.15
H 0.33 -0.54 -0.97
H -3.60 1.70 -0.15
H 2.40 0.13 1.50
H -1.03 -1.83 1.06
H 4.30 0.98 -0.40
H -1.16 0.63 1.36


21
Properties=species:S:1:pos:R:3 method="wB97M-V/def2-TZVPD" total_charge=0 homo_energy_ev=-9.069 gap_ev=9.991 spin_multiplicity=1 smiles="[H]/N=C(/N)[C@H](C)O.CN" relative_energy_kj_mol=142.53
O -1.53 -1.00 -0.01
N 1.71 -1.82 -0.62
N 0.47 1.99 0.83
N 0.56 -0.19 1.52
C -2.51 1.13 0.55
C 1.99 -0.66 -1.45
C 0.04 0.77 0.70
C -1.32 0.40 -0.06
H -0.08 2.63 0.24
H -3.29 1.26 -0.20
H 0.88 -2.30 -1.00
H 1.42 0.17 1.95
H -1.39 -1.25 0.93
H 2.17 -0.96 -2.48
H -1.20 0.69 -1.10
H 2.48 -2.48 -0.68
H 1.13 0.09 -1.35
H -2.27 2.12 0.94
H -2.95 0.58 1.39
H 0.81 -1.02 0.98
H 2.87 -0.13 -1.07


21
Properties=species:S:1:pos:R:3 method="wB97M-V/def2-TZVPD" total_charge=0 homo_energy_ev=-8.182 gap_ev=8.727 spin_multiplicity=1 smiles="[H]/N=C(/C)N.CN(C)O" relative_energy_kj_mol=430.03
O -0.26 1.49 0.59
N 1.03 -0.93 1.24
N 0.23 1.74 -0.74
N 1.02 -3.11 0.42
C 0.45 -1.90 0.61
C 0.14 3.17 -0.95
C -0.95 -1.77 1.48
C -0.61 1.01 -1.67
H 2.01 -3.25 0.56
H -0.89 3.55 -0.89
H 0.74 3.67 -0.18
H -1.33 -0.76 1.49
H 0.29 0.75 0.91
H -1.62 -2.37 0.87
H 2.05 -1.03 1.34
H -0.89 -2.18 2.48
H -1.67 1.28 -1.59
H -0.25 1.20 -2.68
H 0.47 -3.90 0.11
H 0.56 3.40 -1.93
H -0.51 -0.06 -1.46


21
Properties=species:S:1:pos:R:3 method="wB97M-V/def2-TZVPD" total_charge=0 homo_energy_ev=-8.621 gap_ev=9.418 spin_multiplicity=1 smiles="C=NNC.C=N.CO" relative_energy_kj_mol=503.38
O -0.18 -0.51 -1.81
N 0.23 0.34 1.93
N -0.92 1.02 1.85
N 1.86 -0.74 -0.48
C 2.11 0.41 -1.02
C -0.79 -1.36 -2.74
C -1.86 0.59 0.83
C 0.90 0.33 3.01
H -2.53 1.42 0.60
H -2.44 -0.29 1.14
H 3.01 0.49 -1.62
H 1.19 -0.66 0.30
H 1.81 1.35 -0.54
H -1.35 -0.79 -3.49
H -1.33 1.35 2.72
H -1.30 0.34 -0.07
H 0.75 0.06 -2.09
H -0.07 -2.03 -3.24
H 1.84 -0.20 3.01
H 0.59 0.85 3.92
H -1.52 -1.97 -2.20


21
Properties=species:S:1:pos:R:3 method="wB97M-V/def2-TZVPD" total_charge=0 homo_energy_ev=-8.711 gap_ev=9.408 spin_multiplicity=1 relative_energy_kj_mol=325.35
O 0.21 -1.29 -2.20
N -0.75 0.58 0.60
N -0.35 -1.65 0.26
N -0.21 1.84 0.89
C -1.89 0.53 -0.30
C 1.11 -0.39 1.84
C 1.11 -0.30 -2.00
C 0.11 -0.49 0.72
H 1.78 0.44 1.66
H 0.16 -2.44 0.64
H 0.59 -0.20 2.78
H 1.42 -0.33 -0.86
H 1.69 -1.31 1.92
H -0.01 2.35 0.02
H 0.68 0.72 -2.00
H -0.88 2.39 1.41
H -1.63 0.87 -1.31
H 1.95 -0.34 -2.70
H -2.68 1.19 0.09
H -0.14 -1.66 -1.12
H -2.27 -0.49 -0.34


21
Properties=species:S:1:pos:R:3 method="wB97M-V/def2-TZVPD" total_charge=0 homo_energy_ev=-7.692 gap_ev=8.529 spin_multiplicity=1 smiles="C=C(O)NC.NCN" relative_energy_kj_mol=222.42
O 0.69 0.62 2.71
N -1.10 -1.17 -2.09
N -0.64 0.98 0.89
N 1.01 -0.01 -1.79
C 0.02 2.24 0.64
C -0.18 0.09 1.80
C -0.40 -1.25 1.68
C 0.22 -1.22 -1.51
H -0.96 0.50 0.03
H 0.89 -0.06 3.37
H -1.06 -1.04 -3.10
H 0.31 2.68 1.59
H -1.61 -0.38 -1.71
H 0.07 -1.39 -0.34
H -0.04 -1.92 2.45
H 0.70 -2.13 -1.90
H -1.29 -1.60 1.20
H -0.67 2.91 0.12
H 0.92 2.11 0.01
H 1.88 -0.04 -1.27
H 1.24 0.06 -2.78


24
Properties=species:S:1:pos:R:3 method="wB97M-V/def2-TZVPD" total_charge=0 homo_energy_ev=-8.512 gap_ev=8.231 spin_multiplicity=1 relative_energy_kj_mol=296.71
Si 1.19 -0.96 1.61
Si -0.53 1.87 0.78
Si -2.09 1.04 -0.72
Si -0.63 -1.85 2.69
N 0.45 0.47 1.04
N 0.99 -0.44 -1.58
N 2.10 1.57 -1.24
C 2.60 1.47 -2.48
C 2.38 0.40 -3.27
C 1.48 -0.51 -2.77
C 1.32 0.61 -0.96
H 3.41 2.20 -2.55
H 2.86 0.30 -4.25
H -1.33 -0.62 2.91
H -1.78 -2.78 1.96
H 2.10 -1.73 0.64
H 0.48 3.01 0.68
H -2.59 -0.34 -0.36
H -0.82 -2.57 4.15
H 2.06 -0.57 2.82
H -1.56 0.99 -2.07
H -1.07 1.92 2.15
H 1.10 -1.36 -3.36
H -3.11 2.28 -0.91


21
Properties=species:S:1:pos:R:3 method="wB97M-V/def2-TZVPD" total_charge=+1 homo_energy_ev="-12.841 / -12.841" gap_ev="8.249 / 8.249" spin_multiplicity=1 relative_energy_kj_mol=355.63
N 1.49 -1.02 0.08
N -2.14 1.32 1.38
N 0.42 2.43 1.18
N 0.40 -1.59 -2.30
C -1.59 -0.81 0.31
C 1.43 0.13 0.74
C -1.28 0.61 0.84
C 0.40 1.17 0.45
H 0.70 -2.60 -2.39
H 1.97 0.01 1.67
H 0.89 -0.96 -2.95
H 1.90 -1.89 0.45
H -2.00 2.36 1.42
H -2.55 -0.89 -0.11
H -0.50 -1.44 -2.53
H -0.88 -1.10 -0.51
H 0.09 1.22 -0.63
H 0.75 3.30 0.64
H 1.06 2.20 1.97
H 0.95 -0.93 -0.88
H -1.52 -1.52 1.17


22
Properties=species:S:1:pos:R:3 method="wB97M-V/def2-TZVPD" total_charge=+1 homo_energy_ev=-13.380 gap_ev=10.670 spin_multiplicity=1 relative_energy_kj_mol=81.89
O 1.19 0.80 -0.23
N -2.32 -1.13 2.68
N -0.61 -1.91 1.35
N 1.35 2.86 -1.09
N -1.46 0.21 0.98
C 1.27 1.53 -1.22
C -1.43 -0.94 1.71
C 1.56 0.95 -2.60
C -0.01 -1.94 0.03
H -0.35 -1.29 -0.77
H -2.87 -0.37 3.03
H -1.54 1.01 1.60
H 2.32 0.20 -2.44
H -2.28 -1.93 3.29
H -0.56 0.38 0.51
H 1.02 -1.63 0.07
H 0.12 -2.95 -0.35
H 1.26 3.23 -0.16
H 1.47 3.49 -1.86
H 0.66 0.53 -3.05
H -0.75 -2.84 1.72
H 1.97 1.74 -3.22


19
Properties=species:S:1:pos:R:3 method="wB97M-V/def2-TZVPD" total_charge=0 homo_energy_ev=-8.133 gap_ev=8.842 spin_multiplicity=1 smiles=CCNCC.O relative_energy_kj_mol=59.11
O 0.23 -2.95 0.56
N 0.24 0.49 -0.02
C -0.31 0.99 -1.26
C -0.40 0.98 1.16
C 0.30 0.35 -2.48
C 0.24 0.40 2.41
H 1.38 0.36 -2.33
H 0.42 -0.47 -0.08
H -0.61 -3.37 0.36
H 0.91 -3.37 0.02
H -1.47 0.76 1.16
H -0.06 -0.65 -2.71
H 0.12 -0.69 2.29
H 0.04 0.89 -3.40
H -0.30 0.68 3.30
H -0.23 2.07 -1.33
H -0.39 2.07 1.13
H 1.31 0.58 2.45
H -1.42 0.89 -1.20


19
Properties=species:S:1:pos:R:3 method="wB97M-V/def2-TZVPD" total_charge=0 homo_energy_ev=-9.110 gap_ev=8.711 spin_multiplicity=1 relative_energy_kj_mol=422.88
O 0.68 2.16 1.33
N -0.38 -0.21 0.35
C -1.09 0.76 -1.79
C -1.55 0.03 -0.50
C 1.59 -1.75 0.78
C 0.41 -1.39 -0.10
H 1.57 2.30 1.02
H 1.29 -1.89 1.82
H -1.68 0.51 -2.67
H -0.24 -2.23 -0.40
H 2.29 -0.91 0.77
H -2.15 0.79 0.01
H 0.84 0.83 -0.28
H 0.43 1.20 1.19
H 0.82 -1.12 -1.10
H -2.17 -0.85 -0.70
H -0.03 0.53 -1.91
H -1.12 1.84 -1.65
H 2.01 -2.72 0.47


19
Properties=species:S:1:pos:R:3 method="wB97M-V/def2-TZVPD" total_charge=0 homo_energy_ev=-6.343 gap_ev=5.970 spin_multiplicity=1 relative_energy_kj_mol=378.25
O 0.64 -1.13 0.09
N -0.51 2.01 -2.38
C 1.24 -1.70 1.20
C -0.84 0.88 -1.38
C 0.23 -2.08 2.29
C -0.38 1.22 -0.01
H 0.67 -2.78 3.00
H 1.81 -2.60 0.91
H -1.92 0.71 -1.45
H 2.02 -1.04 1.65
H -0.61 -2.54 1.77
H 0.47 1.96 -2.64
H -1.05 1.96 -3.24
H 0.08 0.05 0.32
H 0.49 1.88 0.02
H -1.20 1.54 0.63
H -0.33 -0.01 -1.77
H -0.68 2.88 -1.86
H -0.13 -1.21 2.84


19
Properties=species:S:1:pos:R:3 method="wB97M-V/def2-TZVPD" total_charge=0 homo_energy_ev=-10.046 gap_ev=11.017 spin_multiplicity=1 smiles=CC[C@H](C)N.O relative_energy_kj_mol=0.00
O -2.17 -2.17 -1.10
N 0.40 -1.14 -0.36
C -0.16 1.02 0.68
C 1.12 0.90 -1.48
C 0.87 0.24 -0.12
C -0.44 0.49 2.07
H 0.16 1.07 -1.96
H -1.09 0.90 0.12
H 1.17 -1.71 -0.70
H -2.49 -1.47 -1.68
H -1.23 -1.94 -0.98
H 1.71 0.25 -2.11
H 1.58 1.89 -1.38
H -1.22 1.05 2.59
H 0.27 -1.55 0.57
H 0.06 2.09 0.68
H 1.83 0.16 0.41
H -0.80 -0.54 2.05
H 0.44 0.47 2.72


19
Properties=species:S:1:pos:R:3 method="wB97M-V/def2-TZVPD" total_charge=0 homo_energy_ev=-9.026 gap_ev=9.911 spin_multiplicity=1 smiles=CNC(C)C.O relative_energy_kj_mol=254.39
O 1.41 -1.27 2.58
N 0.15 0.62 0.39
C -1.29 0.70 -1.72
C 0.79 -0.58 -1.48
C -1.08 0.19 0.98
C 0.05 0.70 -1.14
H 0.69 -1.36 -0.64
H 1.92 -0.51 -1.61
H 0.45 -1.46 2.89
H 0.43 -1.10 -2.40
H 0.38 1.56 0.80
H -2.12 -0.13 -1.67
H -1.37 0.74 1.93
H -0.72 -0.83 1.31
H -0.93 0.36 -2.78
H -1.85 1.75 -1.87
H 0.64 1.46 -1.49
H 1.18 -0.61 1.97
H -1.88 -0.04 0.33


| no. | E_tot (eV) |
| --- | --- |
| 1 | -15209.8128 |
| 2 | -8826.7114 |
| 3 | -8823.5566 |
| 4 | -8825.7114 |
| 5 | -8827.3541 |
| 6 | -8827.4625 |
| 7 | -8827.9372 |
| 8 | -8828.4564 |
| 9 | -8820.0928 |
| 10 | -8807.2647 |
| 11 | -8806.8151 |
| 12 | -10876.2004 |
| 13 | -10873.2206 |
| 14 | -10872.4604 |
| 15 | -10874.3056 |
| 16 | -10875.3724 |
| 17 | -40334.0204 |
| 18 | -10310.4025 |
| 19 | -12362.0396 |
| 20 | -7896.0483 |
| 21 | -7892.2780 |
| 22 | -7892.7406 |
| 23 | -7896.6609 |
| 24 | -7894.0243 |